[1]
Here is a 3-piece molecular cluster, C4H14NO3 overall at a distorted geometry from the OMol25 dataset. Energies are from wB97M-V/def2-TZVPD.

Geometry as XYZ:
```
22
C4H14NO3, DFT wB97M-V/def2-TZVPD
O -0.293 -1.203 -1.870
C -1.148 -1.059 -1.061
C -0.825 -0.428 0.322
C -1.973 0.411 0.844
C -3.265 -0.405 0.939
N 0.480 0.326 0.277
H -2.197 -1.414 -1.264
H -0.711 -1.293 0.982
H -2.204 1.308 0.291
H -1.668 0.757 1.839
H -3.083 -1.491 1.049
H -3.911 -0.177 1.792
H -3.848 -0.317 0.016
H 0.765 0.603 1.215
H 0.330 1.211 -0.236
H 1.261 -0.258 -0.090
H 3.589 0.462 1.350
H 4.072 -0.884 0.967
O 3.320 -0.297 0.798
H 2.566 1.616 -1.616
H 2.824 2.697 -0.607
O 2.191 1.989 -0.807
```

Computed properties:
- spin multiplicity = 2
- E_HOMO (alpha / beta) (eV) = -18.56 / -18.56
- gap between HOMO and LUMO (alpha / beta) (Eh) = 0.309 / 0.164
- lowest unoccupied orbital energy (alpha / beta) (eV) = -10.16 / -14.09
- total charge = +2

***

[2]
Here is a 2-piece molecular cluster, C4H14NOS overall at a distorted geometry from the OMol25 dataset. Energies are from wB97M-V/def2-TZVPD.

Geometry as XYZ:
```
21
C4H14NOS, DFT wB97M-V/def2-TZVPD
C -1.060 0.164 -0.900
C -1.675 0.433 0.474
C -0.795 -0.097 1.629
S 0.979 0.262 1.570
C 1.003 2.061 1.307
N -0.362 -1.166 -0.917
H -0.276 0.903 -1.072
H -1.765 0.128 -1.721
H -1.832 1.495 0.627
H -2.641 -0.069 0.519
H -1.225 0.261 2.566
H -0.844 -1.178 1.687
H 2.043 2.329 1.163
H 0.529 2.323 0.355
H 0.486 2.547 2.114
H -0.889 -1.887 -0.413
H 0.563 -1.081 -0.481
H -0.164 -1.507 -1.876
H 0.384 -0.771 -3.886
H 1.058 -2.097 -4.182
O 0.775 -1.535 -3.452
```

Computed properties:
- E_HOMO (eV) = -12.56
- gap between HOMO and LUMO (Eh) = 0.349
- lowest unoccupied orbital energy (eV) = -3.05
- total charge = +1

***

[3]
Here is a 2-piece molecular cluster, C4H14NOS overall at a distorted geometry from the OMol25 dataset. Energies are from wB97M-V/def2-TZVPD.

Geometry as XYZ:
```
21
C4H14NOS, DFT wB97M-V/def2-TZVPD
C -0.862 -0.977 1.131
C 0.630 -1.527 0.542
C 1.831 -0.616 0.654
S 1.808 0.891 -0.584
C 2.492 1.342 -2.170
N -1.041 0.412 0.697
H -0.900 -1.180 2.243
H -1.610 -1.769 0.690
H 0.742 -2.526 1.207
H 0.693 -1.715 -0.519
H 1.957 -0.157 1.608
H 2.737 -0.994 0.399
H 2.271 0.482 -2.788
H 1.869 2.186 -2.534
H 3.446 1.695 -2.017
H -1.120 1.048 1.454
H -1.994 0.392 0.315
H -0.214 0.761 0.045
H -4.767 1.098 0.302
H -4.055 0.346 -0.787
O -3.912 0.808 0.113
```

Computed properties:
- E_HOMO (eV) = -12.52
- gap between HOMO and LUMO (Eh) = 0.353
- lowest unoccupied orbital energy (eV) = -2.91
- total charge = +1

***

[4]
Here is a 3-piece molecular cluster, C4H14O2S overall at a distorted geometry from the OMol25 dataset. Energies are from wB97M-V/def2-TZVPD.

Geometry as XYZ:
```
21
C4H14O2S, DFT wB97M-V/def2-TZVPD
C -2.246 -0.629 -0.517
C -0.781 -0.345 -0.883
C 0.106 -0.190 0.359
S 0.372 1.576 0.682
C 2.052 1.675 1.337
H -2.342 -1.563 0.036
H -2.823 -0.842 -1.418
H -2.742 0.166 0.023
H -0.497 -1.125 -1.600
H -0.804 0.612 -1.401
H -0.316 -0.589 1.268
H 1.050 -0.726 0.175
H 2.194 0.787 1.969
H 2.021 2.516 2.031
H 2.848 1.694 0.608
O 1.744 2.885 -2.639
H 0.969 2.788 -2.069
H 2.480 2.854 -2.021
O -0.812 -3.864 1.597
H -1.548 -4.478 1.549
H -0.924 -3.200 0.913
```

Computed properties:
- E_HOMO (eV) = -8.80
- gap between HOMO and LUMO (Eh) = 0.351
- SMILES = CCCSC.O.O
- lowest unoccupied orbital energy (eV) = 0.74

***

[5]
Here is a 3-piece molecular cluster, C4H14O2S overall at a distorted geometry from the OMol25 dataset. Energies are from wB97M-V/def2-TZVPD.

Geometry as XYZ:
```
21
C4H14O2S, DFT wB97M-V/def2-TZVPD
C 0.482 1.752 -1.767
C 1.405 1.147 -0.706
C 0.511 0.449 0.420
S 0.244 -1.285 -0.167
C -1.137 -1.701 1.004
H -0.289 2.323 -1.305
H 0.947 2.430 -2.484
H -0.052 1.018 -2.321
H 2.050 1.904 -0.232
H 1.946 0.337 -1.221
H -0.397 1.037 0.400
H 1.210 0.422 1.249
H -1.050 -1.450 2.075
H -1.835 -0.942 0.570
H -1.600 -2.690 0.887
O 2.707 -1.492 2.191
H 3.537 -1.600 1.725
H 2.218 -2.315 2.214
O -3.670 0.176 -0.469
H -3.948 -0.450 -1.142
H -3.278 0.929 -0.919
```

Computed properties:
- E_HOMO (eV) = -8.18
- gap between HOMO and LUMO (Eh) = 0.327
- SMILES = CCCSC.O.O
- lowest unoccupied orbital energy (eV) = 0.71

***

[6]
Here is a 3-piece molecular cluster, C4H14O2S overall at a distorted geometry from the OMol25 dataset. Energies are from wB97M-V/def2-TZVPD.

Geometry as XYZ:
```
21
C4H14O2S, DFT wB97M-V/def2-TZVPD
C 1.732 -0.463 -1.140
C 1.001 -1.785 -0.765
C -0.505 -1.526 -0.507
C -0.713 -0.890 0.860
S -2.438 -0.957 1.472
H 2.540 -0.220 -0.465
H 1.047 0.373 -1.304
H 2.256 -0.674 -2.071
H 1.179 -2.489 -1.561
H 1.388 -2.023 0.221
H -0.904 -0.869 -1.273
H -0.950 -2.521 -0.460
H -0.090 -1.364 1.620
H -0.415 0.147 0.865
H -2.248 -2.156 2.031
O 0.928 3.406 -1.342
H 1.005 3.342 -0.383
H 0.709 4.338 -1.518
O -1.944 2.253 1.544
H -1.110 2.358 2.016
H -2.467 1.718 2.159
```

Computed properties:
- E_HOMO (eV) = -9.11
- gap between HOMO and LUMO (Eh) = 0.354
- SMILES = CCCCS.O.O
- lowest unoccupied orbital energy (eV) = 0.53

***

[7]
Here is a 3-piece molecular cluster, C4H14O2S overall at a distorted geometry from the OMol25 dataset. Energies are from wB97M-V/def2-TZVPD.

Geometry as XYZ:
```
21
C4H14O2S, DFT wB97M-V/def2-TZVPD
C 0.934 -1.533 -1.532
C 0.782 -1.090 -0.096
C 0.263 -2.183 0.841
S -0.174 -1.528 2.453
C -1.434 -2.730 2.993
H 1.289 -0.683 -2.131
H 1.805 -2.169 -1.712
H 0.031 -1.927 -1.996
H 0.058 -0.268 -0.059
H 1.713 -0.732 0.317
H 1.077 -2.897 0.954
H -0.594 -2.686 0.411
H -1.826 -3.303 2.163
H -0.870 -3.472 3.560
H -2.156 -2.267 3.646
O 1.257 7.231 0.141
H 0.451 7.109 0.640
H 1.781 6.423 0.143
O -1.456 3.307 -3.542
H -1.025 2.748 -4.193
H -1.908 2.651 -3.000
```

Computed properties:
- E_HOMO (eV) = -8.46
- gap between HOMO and LUMO (Eh) = 0.331
- SMILES = CCCSC.O.O
- lowest unoccupied orbital energy (eV) = 0.54

***

[8]
Here is a 3-piece molecular cluster, C4H14O2S overall at a distorted geometry from the OMol25 dataset. Energies are from wB97M-V/def2-TZVPD.

Geometry as XYZ:
```
21
C4H14O2S, DFT wB97M-V/def2-TZVPD
C 0.522 -2.144 1.218
C 0.699 -0.727 1.809
C 1.192 0.283 0.744
S 0.124 0.306 -0.707
C 0.211 2.041 -1.319
H 1.325 -2.141 0.488
H 0.463 -2.924 1.969
H -0.454 -2.102 0.734
H 1.442 -0.743 2.612
H -0.222 -0.264 2.153
H 2.190 0.046 0.371
H 1.246 1.259 1.221
H 0.131 1.961 -2.396
H -0.617 2.618 -0.921
H 1.139 2.463 -0.949
O -2.366 3.679 0.806
H -1.876 3.616 1.650
H -2.168 2.861 0.371
O -0.285 -3.860 -1.617
H -0.187 -2.969 -1.976
H 0.449 -4.402 -1.942
```

Computed properties:
- E_HOMO (eV) = -8.69
- gap between HOMO and LUMO (Eh) = 0.345
- SMILES = CCCSC.O.O
- lowest unoccupied orbital energy (eV) = 0.69

***

[9]
Here is a 3-piece molecular cluster, C4H14O2S2 overall at a distorted geometry from the OMol25 dataset. Energies are from wB97M-V/def2-TZVPD.

Geometry as XYZ:
```
22
C4H14O2S2, DFT wB97M-V/def2-TZVPD
C 2.075 1.029 -0.584
C 0.999 0.435 -1.554
C 1.370 -1.019 -1.869
S 0.338 -2.391 -1.370
S 0.188 -2.669 0.662
C -1.368 -1.989 1.187
H 2.281 2.090 -0.781
H 1.820 0.912 0.465
H 3.058 0.578 -0.754
H 0.010 0.444 -1.102
H 0.976 1.054 -2.448
H 1.492 -1.086 -2.945
H 2.379 -1.297 -1.511
H -1.363 -0.944 1.481
H -2.173 -2.000 0.434
H -1.857 -2.544 1.986
O -0.713 1.266 2.061
H -1.595 0.951 2.300
H -0.275 1.395 2.910
O -2.807 1.951 0.714
H -2.927 1.570 -0.160
H -1.907 2.262 0.879
```

Computed properties:
- E_HOMO (eV) = -8.72
- gap between HOMO and LUMO (Eh) = 0.339
- SMILES = CCCSSC.O.O
- lowest unoccupied orbital energy (eV) = 0.50

***

[10]
Here is a 4-piece molecular cluster, C4H14O2S2 overall at a distorted geometry from the OMol25 dataset. Energies are from wB97M-V/def2-TZVPD.

Geometry as XYZ:
```
22
C4H14O2S2, DFT wB97M-V/def2-TZVPD
C 1.430 -1.863 0.456
C 0.658 -2.100 -0.834
C 1.787 -0.344 0.643
S 2.733 0.288 -0.709
S -1.641 -0.332 0.991
C -2.210 1.365 1.227
H 2.350 -2.426 0.513
H 0.846 -2.005 1.363
H -0.127 -1.312 -0.768
H 0.191 -3.076 -0.907
H 1.279 -1.941 -1.703
H 2.248 -0.149 1.621
H 0.778 0.188 0.723
H -2.527 1.373 2.264
H -3.050 1.535 0.554
H -1.419 2.068 0.956
H -1.549 0.296 -0.903
H -2.393 0.472 -2.266
O -1.584 0.709 -1.804
H 1.242 1.793 -0.425
H 0.554 3.177 -0.644
O 0.403 2.282 -0.349
```

Computed properties:
- E_HOMO (eV) = -8.43
- gap between HOMO and LUMO (Eh) = 0.157
- lowest unoccupied orbital energy (eV) = -4.16

***

[11]
Here is a 4-piece molecular cluster, C4H14O3 overall at a distorted geometry from the OMol25 dataset. Energies are from wB97M-V/def2-TZVPD.

Geometry as XYZ:
```
21
C4H14O3, DFT wB97M-V/def2-TZVPD
C -0.723 -3.650 -1.306
C -0.426 -3.172 0.188
C 0.793 -2.664 0.367
C 1.630 -2.453 1.718
H -1.726 -4.059 -1.429
H -0.051 -4.452 -1.588
H -0.556 -2.822 -2.022
H -1.037 -3.695 0.912
H 1.381 -2.555 -0.533
H 1.218 -2.974 2.615
H 2.604 -2.838 1.502
H 1.714 -1.390 2.077
O 0.259 3.368 2.328
H 0.388 3.395 3.282
H -0.702 3.381 2.232
O 1.345 0.898 0.049
H 0.513 1.345 -0.133
H 1.103 -0.019 0.206
O -2.606 5.371 -3.245
H -2.406 5.354 -2.305
H -1.999 6.014 -3.628
```

Computed properties:
- E_HOMO (eV) = -9.55
- gap between HOMO and LUMO (Eh) = 0.371
- SMILES = C/C=C/C.O.O.O
- lowest unoccupied orbital energy (eV) = 0.55

***

[12]
Here is a 4-piece molecular cluster, C4H14O3 overall at a distorted geometry from the OMol25 dataset. Energies are from wB97M-V/def2-TZVPD.

Geometry as XYZ:
```
21
C4H14O3, DFT wB97M-V/def2-TZVPD
C 0.546 0.417 2.085
C 0.799 -0.879 2.120
C -0.163 -1.956 1.775
C 2.293 -1.314 2.215
H 1.267 1.211 2.239
H -0.459 0.815 1.909
H -0.169 -2.094 0.684
H 0.107 -2.934 2.170
H -1.194 -1.651 1.994
H 2.716 -1.048 1.240
H 2.758 -0.719 2.998
H 2.356 -2.391 2.380
O -2.274 3.826 -2.262
H -1.614 3.114 -2.155
H -3.044 3.250 -2.173
O 0.450 0.738 -2.528
H 1.258 0.683 -3.073
H 0.146 1.636 -2.720
O -2.040 -0.314 -3.284
H -1.176 -0.564 -2.926
H -2.564 0.175 -2.688
```

Computed properties:
- E_HOMO (eV) = -9.23
- gap between HOMO and LUMO (Eh) = 0.344
- SMILES = C=C(C)C.O.O.O
- lowest unoccupied orbital energy (eV) = 0.15

***

It is found that the relative energy (zero: lowest compared OMol25 entry of this formula, charge and spin) values, taken in the order of the records, are 0.866, 0.269, 3.090, 0.644, 1.119, 0.697, 0.738, 0.768, 0.592, 4.829, 1.856, 1.523 eV.
It is found that the E_tot values, taken in the order of the records, are -440.5176, -688.7528, -688.6492, -709.4420, -709.4246, -709.4401, -709.4385, -709.4375, -1107.6284, -1107.4727, -386.4586, -386.4708 a.u..